(1)
# C38H38Cl7Ge2O5V

C38H38Cl7Ge2O5V as an isolated structure in a non-equilibrium geometry (the ωB97M-V functional and the def2-TZVPD basis, the OMol25 dataset).

Positions of all 91 atoms, in Å:
H: -1.5233 -2.5972 -1.8393
C: 1.9962 -3.1645 0.6315
C: 2.3900 -2.8175 3.0581
V: 2.1495 -0.9557 -1.1523
H: -2.4565 -1.1465 -5.7556
C: 6.5315 1.0044 -0.4656
C: 2.2765 -0.6452 4.0450
H: 1.7914 0.9673 2.6950
C: -5.9634 4.3613 1.1554
Cl: 7.9150 -1.0672 0.5822
C: -1.4464 -1.2392 -5.3812
H: 2.7633 1.9931 4.4804
H: -1.4917 4.2805 -1.8918
C: 0.1269 -1.0747 -3.4839
H: -0.7025 -3.2384 -0.4373
H: -4.5614 5.7041 0.2423
H: -2.7402 3.1546 -2.4456
C: 1.9457 -4.6529 0.7977
C: 6.4762 -0.3177 -0.0252
H: 1.0464 1.6019 4.7403
H: -4.3408 -0.4464 0.4992
C: 4.2283 0.8392 -1.0137
H: -3.2652 -2.4595 2.3201
O: 0.3460 -0.8066 -2.2409
C: -3.3504 -0.0425 0.2658
C: -6.2174 3.0362 1.4931
C: -1.3363 -1.4546 2.0300
C: -5.3062 2.0429 1.1696
H: 0.3487 4.4074 1.7217
C: 1.8554 -0.8966 1.6740
C: -1.1857 -0.9701 -4.0642
Cl: 2.7504 1.4830 -1.7379
H: -6.6764 5.1371 1.4064
H: -0.7807 -0.6519 2.5203
H: -0.7067 -2.3468 2.0855
H: -2.4567 -2.0054 3.8211
C: -0.1738 2.4069 1.0380
C: 2.0602 1.4531 5.1189
C: 2.4998 -1.6510 -3.9842
C: 2.0834 -2.2923 1.7903
C: -1.6073 -2.7202 -0.7641
O: 2.3832 0.0752 5.1932
Ge: -1.6057 -0.9782 0.1136
H: 2.5671 -3.8818 3.1591
H: 1.6721 -2.0316 -6.4150
H: -2.8761 -3.8248 0.6326
O: 2.9253 -1.4795 -2.8178
Cl: -0.7569 -1.9568 -7.9176
Cl: -2.5326 -0.4843 -3.0767
H: 1.1928 -4.9463 1.5324
Cl: 5.4158 3.2089 -1.6066
H: -5.5160 1.0185 1.4532
H: 0.2423 2.5063 -2.0566
C: -4.1139 2.3381 0.4980
H: -0.8971 1.4157 -2.8100
H: 2.1297 1.8352 6.1336
C: 1.9671 -0.0902 2.8223
H: -7.1283 2.7778 2.0212
C: -1.6762 3.3931 -2.5013
Ge: -1.1711 1.3944 -0.3177
H: -3.7713 -2.9664 -0.6250
C: -3.1117 1.2743 0.1763
H: 2.7702 -2.4298 5.1384
H: -1.3406 4.2429 1.2576
O: 1.4819 -0.3415 0.5469
H: -0.0833 4.3356 0.0166
O: 1.9914 -2.7305 -0.5418
C: 4.0957 -0.4612 -0.5635
C: -2.6503 -1.6892 2.7913
C: 0.8620 -1.7428 -5.7553
H: 3.2241 -1.9571 -4.7448
C: -3.8701 3.6743 0.1888
C: 5.2721 -1.0242 -0.0890
H: -1.4547 3.6639 -3.5375
H: 2.9156 -5.0320 1.1350
H: 1.7148 -5.1038 -0.1650
H: -2.9003 -4.4517 -1.0125
Cl: 5.2864 -2.7045 0.4079
H: -0.4941 2.0140 2.0086
C: -0.8091 2.2059 -2.0705
C: -2.8595 -3.5336 -0.4198
C: 1.1490 -1.4821 -4.3990
C: -0.3262 3.9326 1.0036
H: 0.8742 2.1300 0.9082
C: -4.7816 4.6755 0.5024
C: 5.3889 1.5953 -0.9883
Cl: 8.0039 1.9042 -0.3710
H: -3.2481 -0.7761 2.8268
C: 2.5051 -2.0265 4.1703
C: -0.4042 -1.6283 -6.2313
H: -2.9434 3.9310 -0.3028

## Properties
**LUMO level (alpha / beta)**: 2.22 / 2.22 eV
**E_tot**: -276639.0436 eV
**2S+1**: 2
**Charge**: -1
**HOMO level (alpha / beta)**: -3.2 / -3.3 eV
**Kohn-Sham gap (alpha / beta)**: 0.2009 / 0.2024 hartree

(2)
# C6H6N2

C6H6N2 as an isolated structure in a non-equilibrium geometry (the ωB97M-V functional and the def2-TZVPD basis, the OMol25 dataset).

Positions of all 14 atoms, in Å:
C: 0.7802 -0.2392 1.9048
H: -1.3163 1.4596 -0.1242
N: 1.6671 -0.9408 1.0757
C: -0.0489 0.8125 1.6153
C: -0.6046 0.8636 0.3699
H: 0.6868 -0.2177 -2.3815
H: 1.0843 -0.1415 2.9456
C: 0.7943 -1.1298 0.1697
C: -0.3599 -0.0419 -0.6361
H: -1.0559 -0.9113 -2.3909
H: -0.4457 1.4087 2.4087
C: -0.3001 -0.1178 -2.0706
H: -0.7008 0.8069 -2.4968
N: -0.1806 -1.6114 -0.3898

## Properties
**LUMO level**: 0.27 eV
**E_tot**: -9294.3278 eV
**HOMO level**: -8.6 eV
**Kohn-Sham gap**: 0.3274 hartree

(3)
# H12O6

A 6-piece molecular cluster, H12O6 overall (the ωB97M-V functional and the def2-TZVPD basis, the OMol25 dataset).

Positions of all 18 atoms, in Å:
O: 2.3868 -0.7689 -0.8871
H: -0.7877 1.0408 1.9956
O: 1.6501 -3.4141 0.2222
O: -0.3054 -0.0628 0.5114
H: 2.9678 -0.2174 -0.3500
H: 2.6102 -0.5575 -1.7997
O: -0.2053 3.0047 -0.8285
H: 1.9038 -3.5142 1.1443
H: 0.5816 -0.4110 0.3584
H: -2.1393 1.2337 2.6793
O: -2.8127 -0.4630 -1.2906
H: 1.9895 -2.5501 -0.0508
O: -1.2649 1.6258 2.6071
H: -0.8522 -0.4445 -0.1888
H: -3.3669 0.2540 -0.9648
H: 0.7489 3.1171 -0.8547
H: -0.3651 2.4326 -0.0660
H: -2.7392 -0.3052 -2.2375

## Properties
**Structure (SMILES)**: O.O.O.O.O.O
**LUMO level**: 0.04 eV
**E_tot**: -12480.0229 eV
**HOMO level**: -10.9 eV
**Kohn-Sham gap**: 0.4006 hartree

(4)
# C3H2ClF3

One molecule with the formula C3H2ClF3 in a non-equilibrium geometry (the ωB97M-V functional and the def2-TZVPD basis, the OMol25 dataset).

Positions of all 9 atoms, in Å:
C: -0.3013 -1.1541 2.5041
F: -0.8735 -2.1009 1.7971
C: -0.2123 0.1798 0.2670
H: -0.1667 1.1652 -0.2164
F: -1.3728 -0.5468 3.1907
C: 0.1150 0.1224 1.5172
Cl: 1.0243 -1.5464 3.5123
H: -0.8372 -0.4619 -0.1642
F: 0.7404 0.9942 2.2113

## Properties
**Structure (SMILES)**: C=C(F)C(F)(F)Cl
**LUMO level**: 0.84 eV
**E_tot**: -23816.7125 eV
**HOMO level**: -10.6 eV
**Kohn-Sham gap**: 0.4190 hartree

(5)
# C6H16O4

A 2-piece molecular cluster, C6H16O4 overall in a non-equilibrium geometry (the ωB97M-V functional and the def2-TZVPD basis, the OMol25 dataset).

Positions of all 26 atoms, in Å:
O: 3.8408 1.5232 -1.5150
O: 1.6726 -1.4292 -5.1081
H: 2.2880 0.0386 -7.4110
C: 3.1607 1.2409 -5.8638
H: 4.5659 2.1709 -1.3925
C: 0.3534 3.2347 -1.8024
H: 0.3109 3.9135 -0.9290
H: 0.0526 -0.4498 -5.9286
H: 2.3676 -1.2236 -4.4484
H: 0.9801 0.5106 -4.7397
H: 2.0256 1.4743 -0.3620
C: 1.7963 2.7362 -2.1653
H: 2.8982 1.6576 -4.8724
H: 3.4961 2.0799 -6.5034
C: 1.9617 0.6250 -6.5306
O: 4.2804 0.4370 -5.6875
O: -0.1586 3.8757 -2.9350
H: -0.3448 2.3971 -1.6118
H: -1.1157 3.9965 -2.7624
H: 2.3354 3.6290 -2.5365
H: 1.8019 1.9796 -2.9733
C: 1.0731 -0.2192 -5.5669
H: 2.9601 2.9964 -0.4379
H: 1.3702 1.4849 -6.8995
C: 2.6213 2.1250 -1.0307
H: 4.1290 -0.1027 -4.8836

## Properties
**Structure (SMILES)**: OCCCO.OCCCO
**LUMO level**: 0.63 eV
**E_tot**: -14669.6811 eV
**HOMO level**: -10.0 eV
**Kohn-Sham gap**: 0.3901 hartree